1.
# C7H13N

C7H13N in the gas phase in a non-equilibrium geometry (ωB97M-V/def2-TZVPD, the Open Molecules 2025 dataset).

Orbital gap (eV): 8.08
Total energy (Ha): -329.09455
Total charge: 0
E_LUMO (eV): 1.0
HOMO level (eV): -7.073
SMILES: C[C@@H]1[C@H]2[C@]1(C)[C@]2(C)N

```
21
Properties=species:S:1:pos:R:3:forces:R:3:lowdin_charge:R:1
H 0.73146 -2.57581 0.41714 -0.0018 0.0720 0.0056 0.08
H -2.88549 -0.42783 -1.30573 0.0542 0.0512 -0.0684 0.08
H 0.80236 -1.71483 1.96734 0.0786 0.0121 -0.1880 0.08
C -0.15465 -0.62569 0.37698 -0.0266 -1.1995 1.3162 -0.33
C -2.26834 0.35602 -0.85167 -0.2399 0.3246 -0.1138 -0.08
C 1.11483 1.04444 -1.28285 0.0095 0.1009 -0.7818 -0.04
H 2.86349 -0.37324 0.15326 -0.0870 0.1233 0.0042 0.08
H -0.59984 1.73098 0.86869 -0.3227 -0.2348 0.7418 0.11
C -0.14543 0.75726 1.02033 -0.2757 1.4971 1.1518 -0.04
H 2.16164 1.08088 -1.59655 -0.0340 -0.0343 0.1368 0.07
H 2.68491 0.98138 1.06028 -0.1567 -0.0435 0.0107 0.08
C -1.54332 -0.22094 0.31732 2.3006 0.5524 -1.9791 -0.13
H -0.71086 -2.43966 1.41644 -0.0087 0.1427 -0.1152 0.08
N 2.22813 0.12185 0.77239 -0.5456 -0.1508 -0.1194 0.07
C 0.96485 0.41909 0.09137 -1.3397 -0.9972 -1.0650 -0.49
H -2.20878 -0.69851 1.03266 0.4386 0.1644 0.3228 0.13
H -2.95716 1.14544 -0.53349 0.0409 -0.0279 -0.0513 0.08
H 0.59801 0.50402 -2.08183 -0.0585 -0.0413 0.1834 0.07
H 0.74762 2.07109 -1.31925 -0.0268 0.0977 0.1345 0.07
H -1.60925 0.76930 -1.61169 0.0287 -0.0527 0.0299 0.06
C 0.18583 -1.90522 1.08885 0.1727 -0.3566 0.4442 -0.04
```
Forces are in eV/Å.

***

2.
# C11H16ClF3O

C11H16ClF3O in the gas phase (ωB97M-V/def2-TZVPD, the Open Molecules 2025 dataset).

Orbital gap (eV): 10.42
Total energy (Ha): -1263.73628
Total charge: 0
E_LUMO (eV): 0.7
HOMO level (eV): -9.692
SMILES: FC(F)=C(F)CC[C@@H]1COC[C@H]1CCCCl

```
32
Properties=species:S:1:pos:R:3:forces:R:3:lowdin_charge:R:1
C -3.37687 -0.14762 0.08679 -0.0191 0.0290 0.0058 -0.26
H -1.62318 -2.13681 -1.60707 0.0329 0.0670 -0.0413 0.12
C 3.38548 1.17997 0.00343 -0.4761 0.3933 0.1589 -0.23
H 2.26609 -1.48926 -0.72444 -0.0732 -0.0669 0.0625 0.12
H 1.39383 -0.26698 -1.66114 0.0133 -0.0091 0.0188 0.14
H 2.74141 1.53573 1.97754 0.0198 0.0317 -0.0648 0.13
H -4.17162 -0.54282 0.71922 0.0165 0.0399 0.0465 0.10
F 3.09705 2.36584 -0.58351 0.0287 -0.0309 0.0779 0.08
C 1.27817 -1.06709 -0.91602 0.0683 0.0516 -0.1316 -0.16
C 1.03806 0.80272 0.85310 -0.0714 -0.0070 -0.0965 -0.14
H -1.77834 0.57802 1.34814 -0.0502 -0.0288 0.0445 0.11
C -0.88136 -0.58600 -0.20728 0.0877 0.1707 -0.3405 -0.29
F 5.12757 0.87286 -1.52220 -0.1932 -0.1261 0.1819 0.15
H 0.64410 -1.30297 1.09807 0.0547 0.1358 0.0830 0.16
C -3.68758 1.30979 -0.22715 0.1674 0.0212 -0.0408 -0.60
H -3.39824 -0.71707 -0.84494 -0.1115 -0.0693 0.0526 0.11
Cl -5.43768 1.58412 -0.47096 -0.0499 -0.0319 -0.0427 0.54
C -2.01167 -0.32218 0.77089 0.0906 -0.0465 0.0243 -0.15
C 4.37418 0.48812 -0.50611 0.7634 -0.5606 -0.2556 -0.32
O 0.43124 -2.09021 -1.44403 -0.0613 0.0454 0.0513 -0.11
F 4.75406 -0.70354 -0.04500 -0.0942 0.3526 -0.1438 0.13
H 2.85844 -0.15999 1.52914 0.0023 0.0680 0.0673 0.13
H -0.97491 -2.73828 -0.06920 -0.0667 0.0103 -0.0251 0.13
H 0.80280 1.59343 0.13332 0.0204 0.0151 0.0392 0.13
C -0.86193 -1.96795 -0.84504 0.0876 -0.1278 0.0618 -0.16
H -3.37631 1.96441 0.58489 -0.0854 -0.0220 0.0299 0.07
H 0.48831 1.03485 1.76690 -0.0172 0.0239 -0.0131 0.11
H -3.20443 1.64506 -1.14233 0.0673 0.0002 0.0347 0.07
C 0.55705 -0.53323 0.31656 -0.0415 -0.2884 0.0224 -0.28
H -2.06646 -1.14298 1.49277 0.0431 -0.0110 -0.0333 0.12
C 2.54030 0.82283 1.17322 -0.0291 -0.1054 0.0282 -0.10
H -0.92757 0.13722 -1.03754 -0.1239 0.0760 0.1379 0.16
```
Forces are in eV/Å.

***

Repeat the first record exactly.
# C7H13N

C7H13N in the gas phase in a non-equilibrium geometry (ωB97M-V/def2-TZVPD, the Open Molecules 2025 dataset).

Orbital gap (eV): 8.08
Total energy (Ha): -329.09455
Total charge: 0
E_LUMO (eV): 1.0
HOMO level (eV): -7.073
SMILES: C[C@@H]1[C@H]2[C@]1(C)[C@]2(C)N

```
21
Properties=species:S:1:pos:R:3:forces:R:3:lowdin_charge:R:1
H 0.73146 -2.57581 0.41714 -0.0018 0.0720 0.0056 0.08
H -2.88549 -0.42783 -1.30573 0.0542 0.0512 -0.0684 0.08
H 0.80236 -1.71483 1.96734 0.0786 0.0121 -0.1880 0.08
C -0.15465 -0.62569 0.37698 -0.0266 -1.1995 1.3162 -0.33
C -2.26834 0.35602 -0.85167 -0.2399 0.3246 -0.1138 -0.08
C 1.11483 1.04444 -1.28285 0.0095 0.1009 -0.7818 -0.04
H 2.86349 -0.37324 0.15326 -0.0870 0.1233 0.0042 0.08
H -0.59984 1.73098 0.86869 -0.3227 -0.2348 0.7418 0.11
C -0.14543 0.75726 1.02033 -0.2757 1.4971 1.1518 -0.04
H 2.16164 1.08088 -1.59655 -0.0340 -0.0343 0.1368 0.07
H 2.68491 0.98138 1.06028 -0.1567 -0.0435 0.0107 0.08
C -1.54332 -0.22094 0.31732 2.3006 0.5524 -1.9791 -0.13
H -0.71086 -2.43966 1.41644 -0.0087 0.1427 -0.1152 0.08
N 2.22813 0.12185 0.77239 -0.5456 -0.1508 -0.1194 0.07
C 0.96485 0.41909 0.09137 -1.3397 -0.9972 -1.0650 -0.49
H -2.20878 -0.69851 1.03266 0.4386 0.1644 0.3228 0.13
H -2.95716 1.14544 -0.53349 0.0409 -0.0279 -0.0513 0.08
H 0.59801 0.50402 -2.08183 -0.0585 -0.0413 0.1834 0.07
H 0.74762 2.07109 -1.31925 -0.0268 0.0977 0.1345 0.07
H -1.60925 0.76930 -1.61169 0.0287 -0.0527 0.0299 0.06
C 0.18583 -1.90522 1.08885 0.1727 -0.3566 0.4442 -0.04
```
Forces are in eV/Å.

***

Question: Among the records above, which one has the highest HOMO level?
Answer: C7H13N

***

Question: Which of these has the lowest total energy?
Answer: C11H16ClF3O

***

Question: Number 2 is which compound?
Answer: C11H16ClF3O